Computed, not measured: C10H13F6NNiO4S2 as an isolated structure, with ωB97M-V with the def2-TZVPD basis set.

The gap between HOMO and LUMO (alpha / beta) is 8.25 / 8.19 eV. The LUMO energy (alpha / beta) comes out at -0.77 / -2.12 eV. The calculation puts the energy relative to the best compared isomer or geometry (same formula, charge and spin) at 3.307 eV. As for the spin multiplicity: 3. Its total energy is -3648.1354 Ha. The calculation puts the HOMO energy (alpha / beta) at -9.02 / -10.31 eV.

Positions of all 37 atoms, in Å:
S1 -0.21844 -2.59050 1.00409
H1 -3.59468 1.03846 -1.02055
F1 0.83836 -4.79654 0.03174
H2 -2.26407 0.23302 -2.77966
H3 1.07364 1.01094 -2.79881
H4 1.14368 3.71774 -2.00305
F2 0.48019 -4.85335 2.20007
F3 4.35732 -0.41793 2.41772
C1 -2.00467 1.22292 0.52381
H5 -1.40506 1.93438 -1.64726
O1 -1.14201 -2.23144 2.05499
C2 -2.74307 0.47447 -0.62008
C3 -0.34776 3.20917 -0.46679
H6 -3.15591 -0.45548 -0.22194
H7 -1.51305 -0.97095 -1.72016
F4 -1.21097 -5.01006 0.80101
C4 -0.70697 1.05905 -1.57738
N1 1.32063 -2.29785 1.33542
Ni1 -0.41150 0.50162 0.42419
O2 1.31754 -0.31625 2.96998
C5 -0.00730 -4.43053 1.01778
C6 -1.78572 0.08463 -1.80721
H8 0.11159 4.00485 0.13672
H9 -0.74535 2.58426 1.56970
S2 1.83671 -0.84436 1.72767
C7 0.77455 2.80483 -1.52360
H10 1.60768 2.31144 -0.99035
F5 4.08596 -2.00533 0.92274
H11 -1.20227 3.68403 -0.98166
O3 -0.53786 -2.30437 -0.38481
C8 3.58038 -1.46178 2.04961
H12 -2.64808 1.30776 1.41117
F6 3.59921 -2.38626 3.03126
O4 1.99590 0.05472 0.57479
H13 0.10099 2.20853 -3.59771
C9 -0.86493 2.16802 0.55921
C10 0.28536 1.75813 -2.62266

---

Computed, not measured: a 10-piece molecular cluster, C6H33NO10 overall, with ωB97M-V with the def2-TZVPD basis set.

The gap between HOMO and LUMO is 9.30 eV. The LUMO energy comes out at 0.24 eV. The calculation puts the energy relative to the best compared isomer or geometry (same formula, charge and spin) at 2.665 eV. As for the spin multiplicity: 1. The SMILES is CC(C)NCCCO.O.O.O.O.O.O.O.O.O. Its total energy is -1055.5122 Ha. The calculation puts the HOMO energy at -9.06 eV.

Positions of all 50 atoms, in Å:
C1 0.09430 2.58184 -1.05434
H1 -2.11500 -2.05206 -2.23006
H2 4.10948 0.00515 -0.27541
H3 -0.66869 2.86039 -0.31884
H4 -0.60734 -0.76916 -0.71169
H5 -0.29937 2.63778 -2.98820
O1 4.00097 1.25483 0.72501
H6 0.19052 1.00533 3.40927
H7 1.30900 0.84494 -1.06335
H8 1.25289 3.55907 1.29477
H9 -1.78894 0.42366 -0.39343
O2 0.06587 3.22148 -2.31684
O3 1.56204 2.81219 1.81903
H10 -4.19316 0.54224 0.35805
H11 -1.18150 -0.10523 3.74941
H12 -0.35312 -3.49575 -3.06583
H13 0.29178 -2.48560 -2.02359
H14 -0.73113 -2.45796 2.77459
C2 -0.00073 -0.56626 1.93906
H15 1.03543 -0.77337 1.78690
H16 -2.89518 -1.79217 -3.30986
O4 -3.01145 -1.64764 -2.35036
H17 0.92316 2.10031 1.61219
O5 -3.76990 2.23306 -0.05953
H18 3.14221 1.60620 1.02306
H19 -1.37317 0.93048 1.49847
H20 -1.87923 -1.71396 1.50374
H21 0.03259 0.74018 -2.26354
H22 1.81864 -4.24097 0.68489
H23 0.18026 -0.65607 4.21873
C3 -0.17936 -0.02570 3.35595
H24 1.03048 2.94327 -0.63885
H25 1.86843 -3.48653 2.07257
O6 1.42954 -1.71062 -0.93588
C4 0.23795 1.03315 -1.19885
H26 1.30489 -1.94727 -0.00279
H27 4.31622 0.84901 1.54480
O7 1.66083 -3.40826 1.13830
C5 -0.72263 0.27203 -0.32244
N1 -0.48392 0.54261 1.12952
H28 -0.47232 -2.54965 1.10339
H29 4.01111 -0.24359 -1.82287
H30 -3.45925 2.67203 -0.85800
H31 -3.51634 -0.52966 -0.50628
O8 -3.91871 -0.39286 0.36043
O9 3.97804 -0.70359 -0.97268
H32 2.36434 -1.42257 -0.99316
O10 -0.50421 -2.68798 -2.55604
H33 -3.72768 2.85668 0.67010
C6 -0.84501 -1.85821 1.87890

---

Computed, not measured: a 10-piece molecular cluster, C34H42F6O26 overall, with ωB97M-V with the def2-TZVPD basis set.

The gap between HOMO and LUMO is 10.18 eV. The LUMO energy comes out at 0.27 eV. As for the spin multiplicity: 1. The SMILES is O=C1OC[C@@H](F)O1.O=C1OC[C@@H](F)O1.O=C1OC[C@@H](F)O1.O=C1OC[C@@H](F)O1.O=C1OC[C@@H](F)O1.O=C1OC[C@@H](F)O1.O=C1CCCO1.O=C1CCCO1.O=C1CCCO1.O=C1CCCO1. Its total energy is -3876.3228 Ha. The calculation puts the HOMO energy at -9.91 eV.

Positions of all 108 atoms, in Å:
H1 -1.06377 0.64386 -7.19545
H2 3.75217 1.64571 -2.73205
O1 4.51917 1.15339 6.41380
H3 6.47408 -0.04596 -0.95821
C1 1.23525 -1.96539 -0.29329
C2 2.53539 3.33647 -1.88796
C3 3.92965 1.79973 5.62476
O2 1.85040 0.67551 -4.63918
H4 1.99174 1.78669 3.34756
O3 -6.35330 -1.42012 -2.15036
H5 -3.16477 -4.57570 -3.67896
C4 -0.03858 -0.06982 0.03292
C5 6.58549 -0.75047 -0.10687
C6 4.48046 2.40363 -0.96817
H6 2.29472 -2.06171 -0.00763
H7 2.78488 4.45769 4.52902
C7 -2.35572 3.11276 1.16403
H8 -3.29117 1.28214 0.30965
H9 2.42745 -2.17916 5.80923
C8 3.88535 1.48930 4.11762
O4 -4.39127 -0.79956 3.81305
C9 -4.37130 -4.76447 -1.65516
H10 1.64731 3.16988 -2.50026
C10 4.77631 -0.75220 1.21696
C11 2.53603 3.38140 4.76131
H11 -2.34938 0.23289 -5.95722
H12 -5.41427 -4.50007 -2.01372
H13 0.85493 -2.14653 -2.43559
C12 -5.32588 0.57390 -2.76727
C13 2.30473 2.78520 -0.50861
F1 1.14233 -0.63335 5.56992
O5 -1.21461 3.67074 0.46746
H14 3.69781 0.45896 3.85813
F2 -4.44497 2.87646 0.07075
H15 1.82446 3.40602 0.28110
H16 -2.86223 3.94938 1.65206
H17 -3.20467 -2.15863 4.72219
O6 0.52632 -2.35161 3.28609
H18 7.12023 1.09111 0.98319
O7 5.62353 1.99449 -0.73395
O8 -5.53386 -2.78690 -3.65966
H19 -4.60701 1.05783 -2.19618
C14 -0.14457 -0.39490 -1.48899
C15 -2.65406 -1.81734 2.58779
C16 -3.09226 -1.34797 4.04171
C17 2.82136 2.37846 3.58531
O9 3.28194 2.91517 5.87010
H20 -1.03247 -0.95293 -1.60556
H21 -1.61183 -1.69889 2.29087
O10 5.65672 -0.07373 1.91680
C18 0.76043 0.88211 -5.07930
O11 -3.50951 -0.95806 1.77082
O12 3.57589 2.60513 0.02092
H22 -1.85137 2.46470 1.92003
O13 5.29536 -1.27722 0.06431
C19 -1.31686 0.60851 -6.11036
H23 -0.64497 -0.53425 -4.36375
H24 3.19946 2.85916 2.69387
O14 0.64963 -2.86383 5.41441
H25 -1.30550 2.74684 -6.43760
O15 -0.66817 3.64353 -1.68050
O16 3.61415 -0.86967 1.56121
O17 -0.70384 0.75957 0.56287
H26 -6.40315 0.00933 -0.81758
F3 -4.50785 -5.93339 -0.87850
F4 -7.65947 0.32246 -2.37519
H27 1.73258 1.87055 -0.48420
C20 1.02503 -1.31953 -1.68955
C21 -3.19991 2.34309 0.16098
H28 0.67974 -2.89189 -0.16135
C22 1.75519 -1.87060 3.69183
O18 -1.09206 -3.60800 4.17130
H29 7.66623 -0.47468 1.73709
H30 0.16306 -1.01871 -5.90938
H31 -5.73795 1.28850 -3.53401
C23 -3.16638 -5.07047 -2.69227
O19 -1.92592 -2.93824 -0.21392
C24 -1.42292 3.37305 -0.84211
H32 -3.22811 -6.15557 -2.81673
O20 -5.61188 -0.15111 2.06569
C25 -0.09432 -2.99679 4.27333
H33 4.54437 3.13338 -2.87520
H34 2.00016 -0.79480 -1.98017
C26 -6.44408 -0.03653 -1.93618
C27 -5.61191 -1.67149 -3.19159
C28 -1.05222 2.06260 -5.58636
C29 3.79135 2.58247 -2.25441
O21 -3.89046 -3.77744 -0.87250
H35 1.84990 -0.84244 3.32140
C30 -0.31868 -0.17047 -5.32823
F5 7.49540 -1.74088 -0.33432
O22 0.62067 -1.03033 0.62706
O23 0.35448 2.10120 -5.31841
H36 2.71870 4.45941 -1.86756
H37 -0.19569 0.53493 -2.03990
H38 4.86360 1.74145 3.64185
C31 6.85659 0.02670 1.15913
H39 1.44048 3.25401 4.90548
F6 -2.19916 -0.38333 4.40832
H40 -2.93325 -2.86753 2.48164
O24 -2.52158 2.63280 -1.10151
H41 2.48499 -2.53539 3.28989
C32 -4.59391 -0.60091 2.51931
C33 -2.55385 -3.68368 -0.92582
H42 -1.54361 2.20453 -4.59961
O25 -2.06566 -4.42954 -2.02062
C34 1.60145 -1.91009 5.17378
O26 -4.80296 -0.58453 -3.50093

---

Computed, not measured: a 2-piece molecular cluster, C4H12 overall, with ωB97M-V with the def2-TZVPD basis set.

The gap between HOMO and LUMO (alpha / beta) is 2.76 / 11.65 eV. The LUMO energy (alpha / beta) comes out at 4.32 / 4.39 eV. The calculation puts the energy relative to the best compared isomer or geometry (same formula, charge and spin) at 0.584 eV. The total charge is -1. As for the spin multiplicity: 2. Its total energy is -159.5087 Ha. The calculation puts the HOMO energy (alpha / beta) at 1.56 / -7.26 eV.

Positions of all 16 atoms, in Å:
H1 0.78895 -0.62977 0.24548
H2 1.55414 -2.90032 0.52520
C1 -1.01901 2.04490 -0.29880
H3 0.38864 1.89303 1.39105
C2 0.33047 2.22067 0.34368
H4 -1.34329 1.02504 -0.10258
H5 -0.05233 -3.16994 1.00090
H6 -1.02781 2.20732 -1.38186
C3 0.18963 -1.37345 -0.26148
C4 0.52333 -2.79791 0.15554
H7 1.08216 1.62128 -0.17695
H8 -1.81001 2.69176 0.04432
H9 -0.84894 -1.15747 0.02333
H10 -0.02816 -1.34578 -1.32169
H11 0.75317 3.22029 0.45034
H12 0.51906 -3.54967 -0.63646

---

Computed, not measured: a 3-piece molecular cluster, C3H11NO2 overall, with ωB97M-V with the def2-TZVPD basis set.

The gap between HOMO and LUMO is 9.09 eV. The LUMO energy comes out at 0.87 eV. The calculation puts the energy relative to the best compared isomer or geometry (same formula, charge and spin) at 1.018 eV. As for the spin multiplicity: 1. The SMILES is C=CNC.O.O. Its total energy is -326.0941 Ha. The calculation puts the HOMO energy at -8.23 eV.

Positions of all 17 atoms, in Å:
C1 -1.47871 0.32519 1.28244
H1 -0.60603 -2.18981 -1.00668
H2 -1.19672 -0.71495 1.42275
N1 -0.17300 1.01109 1.15279
H3 -1.34164 -1.50931 -2.17889
C2 0.38667 1.37115 -0.03836
H4 1.52966 -1.17116 -1.18915
O1 -1.43779 -1.74688 -1.25158
O2 1.18178 -1.66209 -0.45018
H5 -2.09642 0.74607 2.07290
H6 2.51236 1.66889 0.34858
C3 1.68236 1.54746 -0.33601
H7 0.40261 0.87468 1.97046
H8 0.96915 -0.86763 0.06735
H9 -2.08211 0.45222 0.38667
H10 1.89209 2.01194 -1.29507
H11 -0.33986 1.36505 -0.84647